No. 1
Entry from the Open Molecules 2025 dataset: a structure of composition C42H35InN7O18S (wB97M-V/def2-TZVPD).

The geometry in XYZ format:
```
104
C42H35InN7O18S wB97M-V/def2-TZVPD
In -4.704 1.123 -1.331
S -1.714 0.248 -0.436
O -2.506 0.948 0.583
O -1.752 1.118 -1.640
O -0.407 -0.264 -0.098
O -2.623 -0.851 -0.862
C 0.207 -0.627 3.146
C -0.856 -0.583 4.001
C -0.650 -0.879 5.349
C 0.560 -1.433 5.751
C 1.608 -1.580 4.832
C 1.492 -1.023 3.550
N 0.785 -1.900 7.124
O -0.108 -1.692 7.930
O 1.842 -2.440 7.383
H 0.042 -0.316 2.124
H -1.832 -0.368 3.588
H -1.396 -0.780 6.128
H 2.596 -1.836 5.191
H 2.413 -0.860 3.011
C 1.062 2.029 -2.793
C 1.513 2.856 -3.799
C 2.838 2.767 -4.190
C 3.652 1.769 -3.656
C 3.194 0.945 -2.630
C 1.879 1.079 -2.211
N 5.056 1.618 -4.096
O 5.434 2.371 -4.946
O 5.706 0.778 -3.538
H 0.019 2.105 -2.514
H 0.877 3.580 -4.290
H 3.256 3.455 -4.912
H 3.866 0.258 -2.139
H 1.456 0.430 -1.453
C -1.513 3.166 5.372
C -2.761 3.735 5.638
C -3.700 3.944 4.630
C -3.405 3.533 3.332
C -2.143 3.044 3.046
C -1.211 2.871 4.052
N -4.408 3.598 2.290
O -5.566 3.567 2.651
O -4.056 3.609 1.121
H -0.822 2.902 6.159
H -3.064 3.916 6.660
H -4.619 4.431 4.920
H -1.868 2.772 2.037
H -0.259 2.434 3.779
C -1.354 -3.578 0.647
C -1.334 -4.450 1.734
C -0.998 -5.761 1.520
C -0.666 -6.124 0.203
C -0.709 -5.225 -0.853
C -0.899 -3.877 -0.639
N -0.437 -7.552 -0.076
O -0.497 -8.315 0.851
O -0.075 -7.847 -1.184
H -1.744 -2.579 0.823
H -1.586 -4.097 2.724
H -1.001 -6.499 2.308
H -0.638 -5.657 -1.846
H -0.983 -3.141 -1.422
C 3.569 -2.173 -0.200
C 2.335 -2.789 0.009
C 2.222 -3.880 0.833
C 3.343 -4.360 1.472
C 4.607 -3.844 1.188
C 4.727 -2.770 0.304
N 3.236 -5.375 2.514
O 2.112 -5.776 2.775
O 4.227 -5.825 3.030
H 3.594 -1.282 -0.809
H 1.480 -2.358 -0.497
H 1.277 -4.379 0.991
H 5.492 -4.276 1.632
H 5.721 -2.348 0.253
C 0.596 6.103 -0.711
C -0.302 7.024 -1.230
C -1.514 6.638 -1.757
C -1.810 5.266 -1.791
C -0.900 4.361 -1.253
C 0.289 4.761 -0.671
N -3.102 4.846 -2.340
O -3.604 3.803 -1.967
O -3.663 5.664 -3.030
H 1.566 6.460 -0.386
H 0.012 8.058 -1.281
H -2.210 7.366 -2.144
H -1.189 3.326 -1.100
H 0.996 4.031 -0.303
C 0.616 -1.861 -5.294
C 0.080 -1.247 -6.414
C -1.029 -0.416 -6.321
C -1.652 -0.291 -5.071
C -1.269 -1.010 -3.956
C -0.099 -1.765 -4.080
N -2.797 0.607 -5.005
O -3.644 0.430 -4.143
O -2.801 1.561 -5.720
H 1.493 -2.490 -5.261
H 0.564 -1.379 -7.373
H -1.410 0.144 -7.162
H -1.768 -0.882 -3.014
H 0.117 -2.536 -3.350
```

Calculated values
Largest force on an atom (eV/Å): 1.966
DFT total energy (a.u.): -3946.2838
Net charge: +1
Orbital gap (eV): 2.245
Energy relative to the best compared isomer or geometry (same formula, charge and spin) (eV): 0.644

Results of the Mulliken charge analysis, in e, for atoms 1 through 6: 1.04, 0.91, -0.56, -0.19, -0.43, -0.55


No. 2
Entry from the Open Molecules 2025 dataset: the molecule C4H6N2O (wB97M-V/def2-TZVPD).

The geometry in XYZ format:
```
13
C4H6N2O wB97M-V/def2-TZVPD
C 1.917 0.531 -0.071
C 0.663 0.180 -0.355
C 0.311 -1.237 -0.650
N -0.877 -1.635 -0.439
C -1.138 0.846 0.763
O -2.333 1.399 0.963
N -0.444 1.042 -0.278
H 2.151 1.537 0.259
H 2.726 -0.191 -0.119
H -0.820 0.237 1.608
H 1.133 -1.884 -0.977
H -0.975 -2.634 -0.601
H -2.569 1.840 0.133
```

Calculated values
Largest force on an atom (eV/Å): 0.464
DFT total energy (a.u.): -340.7244
Orbital gap (eV): 9.993
SMILES: [H]/N=C/C(=C)/N=C/O
Energy relative to the best compared isomer or geometry (same formula, charge and spin) (eV): 1.918

Results of the Mulliken charge analysis, in e, for atoms 1 through 6: -0.90, 0.49, -0.06, -0.54, 0.14, -0.44


No. 3
Entry from the Open Molecules 2025 dataset: a structure of composition C28H35ClLaN9 (wB97M-V/def2-TZVPD).

The geometry in XYZ format:
```
74
C28H35ClLaN9 wB97M-V/def2-TZVPD
La -1.239 1.001 -0.691
C -2.258 -1.497 -3.158
C -3.342 -0.482 -3.497
N -3.270 0.791 -2.731
C -4.565 1.132 -2.103
C -4.887 0.266 -0.889
N -3.724 -0.048 -0.012
C -3.577 -1.496 0.248
C -3.182 -2.253 -1.001
N -2.046 -1.624 -1.708
H -1.305 -1.217 -3.607
H -2.537 -2.455 -3.609
H -4.322 -0.925 -3.318
H -3.308 -0.280 -4.569
H -3.069 1.544 -3.381
H -5.382 1.024 -2.822
H -4.521 2.179 -1.827
H -5.332 -0.677 -1.207
H -5.657 0.775 -0.310
H -3.891 0.410 0.879
H -4.493 -1.931 0.658
H -2.802 -1.626 1.006
H -4.028 -2.316 -1.685
H -2.944 -3.282 -0.729
H -1.229 -2.211 -1.573
N 2.324 2.937 -1.888
C 2.206 2.956 -0.495
C 3.227 3.641 0.179
C 3.204 3.694 1.547
C 2.166 3.059 2.230
C 1.215 2.419 1.484
N 1.206 2.356 0.131
C 1.546 2.486 -2.929
C 2.025 2.787 -4.221
C 1.344 2.356 -5.321
C 0.171 1.611 -5.146
C -0.221 1.370 -3.864
N 0.427 1.786 -2.743
H 3.141 3.433 -2.206
H 4.018 4.119 -0.384
H 3.984 4.222 2.081
H 2.099 3.066 3.309
H 0.403 1.906 1.981
H 2.936 3.362 -4.326
H 1.712 2.588 -6.312
H -0.404 1.237 -5.980
H -1.115 0.790 -3.689
Cl -3.346 3.151 0.171
C -1.649 2.888 0.819
H -1.748 2.802 1.902
H -1.124 3.820 0.615
C 0.013 -0.931 3.542
C -0.630 -0.621 2.359
N 0.023 -0.503 1.195
C 1.348 -0.703 1.198
C 2.075 -1.069 2.315
C 1.377 -1.165 3.516
C 3.536 -1.267 2.173
C 4.313 -2.190 2.730
C 3.935 -3.345 3.580
C 4.914 -4.024 4.280
C 4.515 -5.116 5.032
N 3.249 -5.522 5.077
C 2.391 -4.807 4.352
N 2.656 -3.736 3.606
H -0.550 -0.995 4.462
H -1.700 -0.438 2.353
H 1.859 -0.573 0.248
H 1.904 -1.410 4.428
H 4.025 -0.559 1.510
H 5.372 -2.127 2.504
H 5.952 -3.720 4.241
H 5.233 -5.686 5.612
H 1.357 -5.133 4.378
```

Calculated values
Largest force on an atom (eV/Å): 0.849
DFT total energy (a.u.): -2072.1561
Net charge: +2
Orbital gap (eV): 8.569
Energy relative to the best compared isomer or geometry (same formula, charge and spin) (eV): 0.383

Results of the Mulliken charge analysis, in e, for atoms 1 through 6: 1.89, -0.86, -1.02, -0.07, -1.03, -0.82


- Among the records above, which one has the highest largest force on an atom?
  C42H35InN7O18S